{"formula": "H25O13", "method": "wB97M-V/def2-TZVPD", "total_charge": -1, "lumo_energy_ev": 2.021, "gap_ev": 8.7, "max_force_ev_per_a": 3.687, "relative_energy_kj_mol": 178.2, "multiplicity": 1, "species": ["O", "H", "O", "H", "H", "O", "H", "H", "O", "H", "H", "O", "H", "H", "O", "H", "H", "O", "H", "H", "O", "H", "H", "O", "H", "H", "O", "H", "H", "O", "H", "H", "O", "H", "H", "O", "H", "H"], "positions_angstrom": [[0.501, -0.199, -0.039], [-0.427, -0.054, 0.198], [-3.099, -0.203, -1.801], [-2.743, -1.009, -2.118], [-2.977, -0.288, -0.814], [0.039, -0.776, 2.650], [0.310, -0.463, 1.770], [-0.441, -1.561, 2.442], [2.479, -1.039, -1.638], [1.682, -0.722, -1.190], [2.424, -1.997, -1.566], [-1.152, 1.694, 2.599], [-0.977, 0.756, 2.673], [-1.219, 1.838, 1.645], [0.390, -1.548, -3.452], [0.467, -0.950, -2.663], [0.817, -2.368, -3.164], [-2.414, -0.270, 0.731], [-2.945, -1.075, 0.857], [-2.917, 0.197, 1.340], [-0.737, 0.821, -1.997], [-1.597, 0.373, -1.892], [-0.244, 0.553, -1.175], [2.825, -1.055, 1.196], [2.013, -0.723, 0.819], [3.384, -0.434, 0.765], [2.283, 1.751, -0.079], [1.638, 1.025, -0.191], [2.070, 2.389, -0.766], [1.857, 1.785, 2.538], [0.931, 1.852, 2.810], [1.793, 1.650, 1.596], [-1.792, 2.496, 0.057], [-1.500, 1.812, -0.553], [-1.059, 3.124, 0.187], [0.346, -2.769, -0.485], [-0.444, -2.787, -0.998], [0.434, -1.826, -0.292]], "atomic_forces_ev_per_a": [[-0.6472, 0.1502, 0.7313], [0.3120, -0.2562, 0.3827], [-1.0743, 0.4697, 1.4441], [0.4167, -1.4533, -0.9498], [-0.2690, 0.5441, -1.1142], [-0.0053, 0.6926, 0.4228], [0.5616, -0.0440, 0.0284], [-0.4514, -1.0786, -0.1311], [0.5027, 0.0344, -0.5683], [0.1975, -0.0487, 0.0645], [0.0221, 0.0611, 0.2662], [-0.3473, 0.5783, 0.2080], [0.4309, -0.7567, 0.4170], [-0.2880, 0.2726, -0.0480], [-0.3858, 0.0709, 0.7871], [-0.0710, -0.5909, -1.3251], [-0.0393, 0.4322, -0.0389], [-0.0033, -2.4864, -0.8978], [0.8018, -0.7283, -0.4435], [-0.8897, 2.9513, 2.0237], [0.1305, 0.4582, 0.4403], [0.1590, 0.4327, -0.6519], [0.4494, 0.0150, -1.1189], [-0.0044, -0.6804, 0.6659], [-0.9547, -0.3388, 0.2130], [1.4552, 0.6638, -0.4295], [0.2756, 0.3627, -0.5129], [-0.2501, -0.0020, -0.0982], [0.0596, -0.0826, 0.0186], [-0.4000, 0.2454, 1.1567], [0.0823, -0.0002, 0.1571], [0.3915, 0.2112, -0.6058], [-0.0859, 0.7732, 0.8385], [0.4694, 0.1983, -0.8891], [-0.3231, -0.4493, -0.4408], [0.4115, -1.2506, 0.3084], [-0.8695, -0.2622, -0.7393], [0.2300, 0.8913, 0.4288]], "mulliken_charge": [-0.093, -0.341, -0.785, 0.337, 0.508, -0.730, 0.228, 0.338, -0.626, 0.093, 0.404, -0.799, 0.391, 0.400, -0.673, 0.430, 0.306, -0.565, 0.299, 0.236, -0.913, 0.599, 0.279, -0.664, 0.285, 0.382, -0.741, 0.339, 0.299, -0.698, 0.332, 0.360, -0.807, 0.346, 0.330, -0.724, 0.355, 0.282]}